1.
Entry from the OMol25 dataset: one molecule with the formula C12H18Si (ωB97M-V/def2-TZVPD).

Output
HOMO energy = -8.8816 eV
SMILES = C[C@]1([Si](C)(C)C)Cc2ccccc21
Energy above the lowest of the compared OMol25 structures with the same formula, charge and spin = 240.23 kJ/mol

```
31
Properties=species:S:1:pos:R:3:forces:R:3
C 0.550 -1.538 -1.873 -1.3 -1.4 0.0
C 0.186 -0.952 -0.562 -2.1 2.5 1.2
Si 1.464 0.275 0.264 0.1 0.4 0.1
C 0.960 1.014 1.978 2.8 -2.6 0.2
C 1.849 1.822 -0.922 -1.8 -2.0 -1.1
C 3.201 -0.574 0.392 0.8 2.4 -0.1
C -0.616 -1.913 0.358 0.8 -0.7 2.4
C -1.853 -1.039 0.346 1.4 1.4 -0.5
C -3.025 -0.804 1.000 -0.3 0.6 -0.7
C -3.703 0.354 0.572 -0.4 -1.2 0.9
C -3.185 1.277 -0.283 -0.6 -1.1 1.3
C -1.924 1.160 -0.754 1.8 2.6 -2.8
C -1.338 -0.006 -0.496 3.7 -4.5 0.5
H 1.398 -2.214 -1.863 -0.2 -0.8 0.5
H 0.927 -0.839 -2.508 0.9 2.6 -2.0
H -0.344 -1.948 -2.403 0.7 -0.2 0.5
H 0.616 0.333 2.780 -0.3 0.3 -0.7
H 1.970 1.297 2.372 -0.3 -0.3 -0.3
H 0.506 1.933 1.980 -1.9 2.0 -0.2
H 1.321 1.743 -1.960 0.9 0.0 1.8
H 1.550 2.770 -0.495 0.2 0.2 0.2
H 2.906 1.704 -1.094 0.5 0.5 -0.1
H 4.074 0.113 0.751 -1.8 -0.9 -0.4
H 3.371 -1.519 0.853 -0.3 -0.8 0.4
H 3.413 -0.652 -0.671 0.3 -0.4 -0.4
H -0.099 -1.996 1.437 -1.3 -0.1 -2.2
H -0.772 -2.948 -0.045 0.3 0.9 0.3
H -3.400 -1.422 1.773 -0.5 -0.6 0.5
H -4.698 0.575 0.898 -0.4 -0.2 0.5
H -3.855 2.034 -0.411 -1.1 2.5 -1.0
H -1.449 1.960 -1.414 -0.6 -1.1 1.0
```
Positions in Å, forces in eV/Å.

2.
Entry from the OMol25 dataset: C12H19AuCl2NO2P as an isolated structure (ωB97M-V/def2-TZVPD).

Output
Net charge = +2
2S+1 = 3
HOMO energy (alpha / beta) = -15.4983 / -15.2481 eV
Energy above the lowest of the compared OMol25 structures with the same formula, charge and spin = 199.35 kJ/mol

```
38
Properties=species:S:1:pos:R:3:forces:R:3
C -1.916 4.456 -0.832 -0.8 0.0 -0.9
C -0.697 3.618 -0.291 -0.4 5.5 2.1
H -1.988 5.547 -0.620 1.1 -0.8 0.5
H -2.906 4.070 -0.557 0.5 -0.6 0.5
H -1.999 4.397 -1.919 0.5 -0.3 -0.1
O 0.106 4.162 0.443 -1.8 -3.1 -2.4
Cl -2.716 0.997 -1.876 0.6 2.0 0.3
Au -0.723 1.630 -0.727 0.3 -3.0 0.1
P 1.203 0.395 -2.322 1.5 -1.5 -3.2
C 3.001 0.287 -1.977 0.1 0.1 1.2
C 0.943 -1.203 -3.191 -0.6 -0.2 0.6
H 0.108 1.680 -4.034 0.4 0.0 -0.1
H 1.808 1.331 -4.528 -0.1 -0.2 0.4
H 1.449 2.599 -3.303 0.0 -0.2 -0.2
C 1.152 1.612 -3.691 -0.9 0.8 0.6
H -0.134 -1.408 -3.212 0.3 -0.1 -0.2
H 1.359 -1.160 -4.208 -0.1 0.2 0.3
H 3.577 0.405 -2.907 -0.4 0.0 0.1
H 3.219 -0.700 -1.542 -0.1 0.3 -0.1
H 1.435 -2.008 -2.626 -0.2 0.3 -0.1
H 3.319 1.054 -1.260 0.2 -0.2 -0.3
C 1.241 1.331 0.332 2.9 1.0 3.7
O 2.159 1.355 1.041 -3.9 -0.4 -3.2
Cl -1.181 -1.146 -0.593 1.3 0.6 0.2
N -1.824 -0.447 2.435 0.9 -1.5 0.1
C -1.230 -1.596 2.860 -0.5 1.5 0.3
C -1.539 -2.831 2.267 0.1 -1.2 -0.6
C -0.985 -4.008 2.730 -0.4 0.3 -0.5
C -0.087 -3.995 3.802 0.1 0.1 0.4
C 0.228 -2.771 4.423 0.0 1.2 0.1
C -0.339 -1.580 3.959 1.0 -0.6 1.2
H -2.229 -0.429 1.503 -0.2 -0.1 0.1
H -1.594 0.430 2.868 0.0 0.1 0.2
H -2.184 -2.825 1.405 -0.2 -0.2 -0.1
H -1.241 -4.951 2.260 0.0 0.2 0.0
H 0.360 -4.920 4.178 -0.2 0.3 -0.2
H 0.935 -2.750 5.270 -0.5 0.0 -0.6
H -0.092 -0.628 4.442 -0.1 -0.4 -0.1
```
Positions in Å, forces in eV/Å.

Number 1: largest force on an atom 5.88 eV/A. Number 2: largest force on an atom 5.84 eV/A.